Entry 1:
C4H6LiMnO2 | wB97M-V/def2-TZVPD

Summary:
Relative energy (zero: lowest compared OMol25 entry of this formula, charge and spin) ... 0.0 kJ/mol
LUMO (alpha / beta) ... -4.453 / -4.631 eV
HOMO-LUMO gap (alpha / beta) ... 7.04 / 7.64 eV
DFT total energy ... -1464.71379 a.u.

Structure (ORCA input):
```
! RIJCOSX wB97M-V def2-TZVPD def2/J DEFGRID3
* xyz 1 6
O 1.33 1.24 -0.37
C 0.08 1.79 -0.09
C -0.76 2.10 -1.11
Mn 0.99 1.00 1.50
Li 0.48 0.10 -1.49
H -0.40 2.14 -2.15
H -1.77 2.45 -0.92
C 0.31 -1.74 0.65
C -0.83 -1.40 0.05
O 0.85 -0.98 1.68
H 0.87 -2.64 0.42
H -1.22 -2.04 -0.73
H -1.42 -0.53 0.38
H 1.49 -1.49 2.19
*
```

natural (NBO) population analysis, charges in e, atoms 1 to 5: -0.992, -0.191, -0.652, 1.409, 0.920

***

Entry 2:
C26H34BCdN4O5 | wB97M-V/def2-TZVPD

Summary:
LUMO ... 2.821 eV
HOMO-LUMO gap ... 8.40 eV
DFT total energy ... -1799.17960 a.u.

Structure (ORCA input):
```
! RIJCOSX wB97M-V def2-TZVPD def2/J DEFGRID3
* xyz -1 1
Cd 0.00 0.32 -0.14
C -1.51 -3.85 1.10
C -0.42 -3.16 0.30
C -0.55 -2.99 -1.08
C -1.85 -3.27 -1.79
C 0.53 -2.52 -1.83
C 0.39 -2.41 -3.33
C 1.73 -2.17 -1.20
C 2.89 -1.65 -2.02
C 1.85 -2.31 0.19
C 3.17 -2.08 0.89
C 0.75 -2.75 0.94
C 0.84 -2.74 2.45
H -2.07 -4.54 0.47
H -2.21 -3.14 1.53
H -1.08 -4.43 1.91
H -1.84 -4.23 -2.31
H -2.04 -2.48 -2.52
H -2.69 -3.27 -1.09
H -0.11 -1.47 -3.59
H -0.20 -3.23 -3.72
H 1.36 -2.43 -3.83
H 3.44 -2.47 -2.49
H 3.58 -1.07 -1.42
H 2.52 -0.98 -2.80
H 3.24 -1.06 1.27
H 4.00 -2.26 0.22
H 3.27 -2.76 1.74
H 1.35 -3.63 2.84
H -0.15 -2.70 2.90
H 1.38 -1.86 2.79
O 1.86 2.51 -3.25
C 1.01 2.07 -2.47
O 1.11 0.99 -1.80
C -0.24 2.95 -2.23
C -0.21 3.55 -0.80
C -1.12 4.78 -0.72
C -2.52 4.12 -0.81
C -2.15 2.62 -0.82
O -0.95 2.60 -0.02
C -1.64 2.24 -2.22
C -1.61 0.70 -2.47
O -1.59 0.32 -3.63
O -1.64 -0.05 -1.42
H -0.20 3.74 -2.98
H 0.79 3.69 -0.39
H -0.93 5.51 -1.50
H -0.98 5.26 0.25
H -3.05 4.39 -1.72
H -3.15 4.36 0.04
H -2.89 1.95 -0.40
H -2.28 2.64 -3.00
B 0.32 1.13 3.47
N -0.94 0.39 2.92
C -1.95 0.01 3.71
C -2.92 -0.60 2.93
C -2.39 -0.57 1.64
N -1.20 0.03 1.65
N 1.29 1.63 2.35
C 2.10 2.68 2.51
C 3.02 2.69 1.47
C 2.67 1.58 0.70
N 1.63 0.94 1.25
H 0.93 0.36 4.19
H -0.05 2.10 4.07
H -1.93 0.22 4.76
H -3.85 -1.02 3.25
H -2.80 -0.92 0.70
H 2.00 3.34 3.35
H 3.81 3.40 1.29
H 3.09 1.24 -0.23
*
```

Löwdin population analysis, charges in e, atoms 1 to 5: 1.462, -0.047, -0.201, -0.203, -0.051

***

Entry 3:
C6H12O | wB97M-V/def2-TZVPD

Summary:
Relative energy (zero: lowest compared OMol25 entry of this formula, charge and spin) ... 161.5 kJ/mol
LUMO ... 1.062 eV
SMILES ... CCC=O.C=CC
HOMO-LUMO gap ... 10.52 eV
DFT total energy ... -310.99775 a.u.

Structure (ORCA input):
```
! RIJCOSX wB97M-V def2-TZVPD def2/J DEFGRID3
* xyz 0 1
C -2.36 0.33 -0.03
C -1.49 -0.93 0.02
C -0.36 -1.03 -0.97
O 0.59 -1.78 -0.89
C 1.69 0.17 0.77
C 2.49 0.50 -0.45
C 0.64 0.86 1.19
H -3.42 0.06 0.11
H -2.27 0.83 -1.00
H -2.14 1.08 0.74
H -1.18 -1.20 1.04
H -2.06 -1.78 -0.37
H -0.53 -0.44 -1.90
H 2.00 -0.72 1.32
H 2.78 -0.40 -1.01
H 3.40 1.03 -0.15
H 1.92 1.14 -1.13
H 0.24 1.71 0.62
H 0.07 0.57 2.07
*
```

natural (NBO) population analysis, charges in e, atoms 1 to 5: -0.613, -0.523, 0.468, -0.544, -0.142

***

Entry 4:
C3H11N3S | wB97M-V/def2-TZVPD

Summary:
Relative energy (zero: lowest compared OMol25 entry of this formula, charge and spin) ... 337.8 kJ/mol
LUMO (alpha / beta) ... -7.844 / -7.844 eV
HOMO-LUMO gap (alpha / beta) ... 7.28 / 7.28 eV
DFT total energy ... -682.56662 a.u.

Structure (ORCA input):
```
! RIJCOSX wB97M-V def2-TZVPD def2/J DEFGRID3
* xyz 2 1
C 0.45 5.68 -6.92
C 0.75 0.09 1.16
C -1.68 -1.29 0.75
N 0.40 6.00 -5.70
N -0.16 -2.80 1.93
N -0.76 -1.49 1.80
S 0.32 5.35 -8.41
H 1.63 0.05 1.73
H 0.56 -0.37 0.23
H 0.17 0.92 1.47
H -1.29 -1.57 -0.22
H -2.63 -1.84 0.89
H -1.78 -0.18 0.89
H 0.42 5.28 -5.01
H 0.67 6.91 -5.40
H 0.32 -3.11 1.05
H 0.53 -2.93 2.78
H -0.79 -3.61 2.22
*
```

natural (NBO) population analysis, charges in e, atoms 1 to 5: 0.197, -0.208, -0.467, -0.733, -0.575

***

Entry 5:
C3H6N2O | wB97M-V/def2-TZVPD

Summary:
Relative energy (zero: lowest compared OMol25 entry of this formula, charge and spin) ... 377.4 kJ/mol
LUMO (alpha / beta) ... -0.597 / -1.806 eV
HOMO-LUMO gap (alpha / beta) ... 8.93 / 6.67 eV
DFT total energy ... -302.54934 a.u.

Structure (ORCA input):
```
! RIJCOSX wB97M-V def2-TZVPD def2/J DEFGRID3
* xyz 0 1
N -1.36 0.28 1.95
C -0.29 0.28 1.09
O 0.78 0.86 1.39
N -0.50 -0.41 -0.07
C 0.49 0.02 -2.10
C 0.74 -0.44 -0.79
H -2.06 -0.42 1.78
H -1.15 0.48 2.92
H 0.82 -0.49 -3.00
H -0.16 0.88 -2.23
H 1.31 -1.38 -0.73
H 1.37 0.33 -0.21
*
```

natural (NBO) population analysis, charges in e, atoms 1 to 5: -0.804, 0.698, -0.644, -0.463, -0.098

***

Entry 6:
C64H113N5O22S11 | wB97M-V/def2-TZVPD

Summary:
LUMO ... -0.265 eV
HOMO-LUMO gap ... 7.62 eV
DFT total energy ... -8815.09096 a.u.

Structure (ORCA input):
```
! RIJCOSX wB97M-V def2-TZVPD def2/J DEFGRID3
* xyz 0 1
C 1.00 4.13 1.66
C -0.29 5.08 1.59
C -0.33 5.82 2.93
S 1.40 6.33 3.27
O 1.53 6.48 4.71
O 1.84 7.31 2.36
C 2.05 4.80 2.57
H 1.40 4.02 0.65
H 0.69 3.15 2.02
H -1.22 4.52 1.48
H -0.16 5.79 0.77
H -0.55 5.20 3.80
H -0.99 6.66 3.16
H 2.01 4.13 3.43
H 3.05 4.87 2.17
C -6.66 3.14 1.75
C -6.11 4.00 0.51
C -4.57 3.99 0.45
S -4.14 3.97 2.30
O -3.80 5.34 2.75
O -3.26 2.81 2.50
C -5.84 3.61 3.04
H -6.39 2.12 1.50
H -7.72 3.22 1.99
H -6.42 5.05 0.46
H -6.48 3.63 -0.44
H -3.98 4.71 -0.11
H -4.40 2.98 0.07
H -6.13 4.62 3.34
H -5.82 2.96 3.91
C -1.07 2.81 -3.32
C -2.63 2.80 -3.46
C -2.99 4.01 -4.39
S -1.58 4.13 -5.59
O -1.16 5.53 -5.57
O -1.91 3.41 -6.80
C -0.40 3.11 -4.66
H -0.84 1.80 -2.99
H -0.81 3.58 -2.59
H -3.08 3.00 -2.49
H -2.95 1.91 -4.01
H -2.87 4.92 -3.80
H -3.83 4.07 -5.08
H 0.48 3.74 -4.70
H -0.26 2.27 -5.34
C -1.73 0.04 3.62
C -0.80 0.87 4.49
C -0.15 0.08 5.53
S -1.31 -1.21 6.06
O -2.19 -0.91 7.19
O -0.61 -2.53 6.18
C -2.36 -1.18 4.53
H -1.02 -0.40 2.92
H -2.59 0.54 3.18
H -1.39 1.66 4.94
H -0.04 1.40 3.92
H 0.09 0.65 6.43
H 0.70 -0.37 5.02
H -3.42 -1.09 4.77
H -2.23 -2.10 3.96
C -5.51 -6.47 -0.05
C -4.21 -7.25 0.51
C -3.09 -6.19 0.75
S -3.95 -4.50 0.81
O -3.74 -3.88 -0.49
O -3.65 -3.81 2.09
C -5.73 -5.09 0.62
H -6.33 -7.16 0.14
H -5.12 -6.34 -1.06
H -3.86 -7.96 -0.24
H -4.34 -7.78 1.45
H -2.26 -6.22 0.05
H -2.77 -6.20 1.79
H -6.11 -4.30 -0.02
H -6.18 -5.23 1.61
C 2.59 -2.80 2.24
C 1.69 -2.68 3.58
C 0.34 -3.33 3.26
S 0.65 -4.76 2.12
O -0.28 -4.70 0.97
O 0.98 -6.01 2.90
C 2.36 -4.27 1.66
H 3.65 -2.61 2.38
H 2.24 -2.03 1.54
H 1.87 -1.64 3.86
H 2.13 -3.34 4.34
H -0.25 -2.67 2.63
H -0.33 -3.49 4.11
H 2.32 -4.14 0.58
H 3.09 -4.97 2.08
C 6.33 -1.52 -3.25
C 7.18 -2.67 -2.69
C 6.20 -3.91 -2.43
S 4.51 -3.35 -2.84
O 3.59 -3.66 -1.69
O 4.19 -3.74 -4.19
C 4.90 -1.53 -2.85
H 6.30 -1.68 -4.33
H 6.59 -0.50 -2.97
H 7.71 -2.36 -1.79
H 7.90 -3.04 -3.43
H 6.24 -4.13 -1.37
H 6.42 -4.80 -3.02
H 4.82 -1.26 -1.79
H 4.29 -0.79 -3.36
C -5.74 -1.66 -3.57
C -7.01 -1.80 -2.77
C -6.64 -1.32 -1.29
S -5.53 0.14 -1.55
O -4.32 0.03 -0.81
O -6.24 1.41 -1.54
C -5.13 -0.30 -3.28
H -5.94 -1.73 -4.64
H -4.98 -2.32 -3.15
H -7.35 -2.82 -2.60
H -7.86 -1.22 -3.12
H -5.91 -2.01 -0.87
H -7.33 -0.99 -0.51
H -4.07 -0.22 -3.53
H -5.60 0.45 -3.91
C 2.02 5.72 -3.29
C 3.41 6.00 -3.91
C 3.86 7.49 -3.68
S 3.24 7.80 -1.91
O 2.72 9.16 -1.61
O 4.20 7.18 -0.99
C 1.82 6.63 -2.10
H 1.91 4.75 -2.81
H 1.17 5.92 -3.94
H 3.30 5.66 -4.94
H 4.15 5.33 -3.45
H 3.35 8.34 -4.13
H 4.94 7.61 -3.81
H 1.12 7.38 -2.49
H 1.42 6.33 -1.13
C 4.52 5.38 5.46
C 3.80 4.13 5.72
C 4.43 2.89 5.07
S 6.08 3.41 4.42
O 6.35 2.91 3.07
O 7.11 3.20 5.45
C 5.51 5.17 4.24
H 5.19 5.47 6.32
H 3.88 6.25 5.61
H 2.82 4.33 5.29
H 3.82 3.94 6.80
H 3.94 2.61 4.14
H 4.65 2.03 5.71
H 4.99 5.21 3.28
H 6.44 5.73 4.19
C 3.32 -7.08 -0.58
C 4.18 -7.83 -1.62
C 3.58 -9.22 -1.99
S 1.71 -9.06 -1.61
O 1.34 -10.05 -0.51
O 1.00 -9.16 -2.87
C 1.85 -7.35 -0.93
H 3.64 -6.04 -0.65
H 3.41 -7.14 0.50
H 5.23 -7.80 -1.32
H 4.08 -7.20 -2.50
H 3.92 -10.06 -1.37
H 3.72 -9.39 -3.06
H 1.05 -7.08 -0.24
H 1.73 -6.74 -1.82
N -1.20 -0.41 -0.32
C -0.09 -1.17 -0.42
C 1.00 -0.37 -0.30
C 0.61 0.93 -0.09
C -0.75 0.93 -0.07
H -2.17 -0.67 -0.36
H -0.18 -2.24 -0.51
H 2.05 -0.60 -0.26
H 1.39 1.64 0.13
H -1.50 1.67 0.16
N -1.75 -4.37 -2.13
C -0.77 -5.36 -2.39
C 0.18 -4.83 -3.25
C -0.21 -3.54 -3.63
C -1.38 -3.31 -2.92
H -2.52 -4.36 -1.48
H -0.95 -6.29 -1.87
H 1.09 -5.36 -3.50
H 0.30 -2.83 -4.26
H -1.92 -2.38 -2.86
N 1.64 0.70 -3.47
C 2.42 1.70 -3.03
C 3.20 2.25 -4.01
C 2.97 1.39 -5.12
C 1.92 0.51 -4.82
H 0.87 0.32 -2.95
H 2.31 1.96 -1.99
H 3.84 3.12 -3.96
H 3.35 1.41 -6.14
H 1.41 -0.19 -5.46
N 5.91 2.13 0.57
C 6.11 1.34 -0.58
C 5.89 2.12 -1.77
C 5.34 3.32 -1.28
C 5.41 3.37 0.12
H 6.09 1.91 1.54
H 6.30 0.29 -0.42
H 5.78 1.83 -2.81
H 4.97 4.11 -1.92
H 5.14 4.06 0.90
N -7.70 -1.81 2.33
C -8.07 -2.91 3.06
C -7.08 -3.21 3.84
C -5.92 -2.48 3.67
C -6.29 -1.55 2.63
H -8.26 -1.20 1.76
H -9.14 -3.05 3.05
H -7.18 -4.02 4.55
H -4.98 -2.47 4.19
H -5.92 -0.64 2.20
*
```

Löwdin population analysis, charges in e, atoms 1 to 5: -0.171, -0.166, -0.218, 0.665, -0.326

***

Entry 7:
C17H25NO3 | wB97M-V/def2-TZVPD

Summary:
Relative energy (zero: lowest compared OMol25 entry of this formula, charge and spin) ... 152.7 kJ/mol
LUMO ... 0.755 eV
SMILES ... CN(C)CCOC(=O)[C@@](O)(c1ccccc1)C1CCCC1
HOMO-LUMO gap ... 9.72 eV
DFT total energy ... -943.26635 a.u.

Structure (ORCA input):
```
! RIJCOSX wB97M-V def2-TZVPD def2/J DEFGRID3
* xyz 0 1
C -5.46 -0.73 -1.27
N -4.71 -0.15 -0.18
C -5.42 0.96 0.41
H -6.42 0.63 0.70
H -5.52 1.81 -0.29
H -4.90 1.30 1.30
C -3.37 0.21 -0.60
C -2.46 0.48 0.60
H -2.62 1.48 1.03
H -2.64 -0.26 1.39
O -1.11 0.39 0.16
C -0.18 0.44 1.10
O -0.40 0.60 2.27
C 1.25 0.28 0.58
C 1.43 -1.19 0.19
C 2.40 -1.95 0.83
C 2.58 -3.28 0.49
C 1.80 -3.86 -0.49
C 0.83 -3.10 -1.13
C 0.65 -1.78 -0.79
H -0.11 -1.20 -1.30
H 0.22 -3.55 -1.90
H 1.94 -4.90 -0.76
H 3.34 -3.86 1.00
H 3.01 -1.49 1.60
O 2.12 0.64 1.62
H 1.58 0.69 2.43
C 1.50 1.19 -0.64
C 2.94 1.06 -1.15
H 3.03 0.31 -1.93
H 3.58 0.77 -0.31
C 3.32 2.46 -1.61
H 4.39 2.60 -1.68
H 2.87 2.67 -2.58
C 2.68 3.34 -0.53
H 3.27 3.28 0.38
H 2.59 4.38 -0.83
C 1.31 2.69 -0.30
H 0.56 3.13 -0.96
H 0.98 2.83 0.73
H 0.79 0.90 -1.42
H -2.94 -0.64 -1.13
H -3.36 1.08 -1.27
H -5.60 -0.03 -2.11
H -6.44 -1.04 -0.91
H -4.94 -1.61 -1.64
*
```

natural (NBO) population analysis, charges in e, atoms 1 to 5: -0.408, -0.428, -0.417, 0.205, 0.163

***

Entry 8:
C22H37ClMnO4Si | wB97M-V/def2-TZVPD

Summary:
LUMO (alpha / beta) ... 4.013 / 4.011 eV
HOMO-LUMO gap (alpha / beta) ... 4.39 / 4.39 eV
DFT total energy ... -3062.32831 a.u.

Structure (ORCA input):
```
! RIJCOSX wB97M-V def2-TZVPD def2/J DEFGRID3
* xyz -2 6
C 2.37 -2.11 -1.23
C 2.42 -2.09 -2.65
C 1.09 -2.15 -3.15
H 3.33 -2.16 -3.26
C 0.19 -2.15 -2.04
C 0.98 -2.14 -0.83
H 0.62 -2.26 0.19
H 3.21 -2.15 -0.54
H 0.78 -2.28 -4.19
H -0.89 -2.24 -2.07
Mn 1.34 -0.21 -1.77
Cl 2.90 1.12 -0.88
C 1.55 2.72 -6.71
C 0.31 2.07 -7.05
C 0.63 0.83 -7.70
H -0.69 2.47 -6.88
C 2.05 0.71 -7.76
C 2.62 1.87 -7.14
H 3.69 2.10 -7.06
H 1.65 3.69 -6.23
H -0.10 0.13 -8.11
H 2.61 -0.11 -8.23
C -1.92 -3.10 1.16
C -2.53 -1.74 1.50
C -3.97 -1.65 1.00
C -2.46 -1.47 3.01
O -1.86 -0.71 0.77
Si -0.60 0.29 0.65
O -0.26 0.34 -0.94
O -1.04 1.83 0.91
C -1.28 2.82 1.90
C -2.00 3.94 1.14
C -2.16 2.28 3.04
C 0.06 3.31 2.45
O 0.57 -0.19 1.69
C 1.53 -0.69 2.72
C 2.94 -0.31 2.31
C 1.23 -0.09 4.08
C 1.45 -2.21 2.80
H -2.52 -3.89 1.65
H -0.89 -3.19 1.53
H -1.95 -3.26 0.07
H -4.60 -2.42 1.49
H -4.38 -0.66 1.23
H -3.99 -1.81 -0.09
H -1.42 -1.48 3.38
H -2.94 -0.50 3.24
H -3.02 -2.27 3.52
H -2.94 3.55 0.72
H -2.23 4.80 1.78
H -1.36 4.28 0.31
H -1.64 1.50 3.62
H -2.39 3.11 3.72
H -3.12 1.89 2.64
H 0.58 2.51 3.01
H 0.71 3.64 1.62
H -0.11 4.15 3.13
H 3.06 0.78 2.27
H 3.64 -0.70 3.06
H 3.22 -0.75 1.34
H 0.21 -0.29 4.42
H 1.91 -0.52 4.82
H 1.45 0.99 4.08
H 0.46 -2.54 3.15
H 1.72 -2.66 1.85
H 2.17 -2.57 3.54
*
```

natural (NBO) population analysis, charges in e, atoms 1 to 5: -0.374, -0.393, -0.365, 0.223, -0.345

***

Question: Which value of DFT total energy does entry 3 give?
Answer: -310.99775 a.u.